(1)
Entry from the Open Molecules 2025 dataset: a cluster of 2 separate species, C3H4O2S in total (ωB97M-V/def2-TZVPD).

SMILES = O=C=CC=O.S
LUMO energy = 0.016 Eh
Gap between HOMO and LUMO = 10.15 eV

Geometry as ORCA input:
```
! RIJCOSX wB97M-V def2-TZVPD def2/J DEFGRID3
* xyz 0 1
O 2.959 -0.758 1.129
C 2.279 -0.468 0.262
C 1.568 -0.175 -0.777
C 1.062 1.116 -0.994
O 0.015 1.427 -1.466
H 1.185 -0.993 -1.250
H 1.621 1.923 -0.554
S -2.944 -0.452 1.081
H -3.739 -0.399 2.122
H -4.005 -1.220 0.445
*
```

(2)
Entry from the Open Molecules 2025 dataset: a cluster of 2 separate species, C3H4O2S in total (ωB97M-V/def2-TZVPD).

SMILES = O=C=C1CO1.S
LUMO energy = 0.010 Eh
Gap between HOMO and LUMO = 9.12 eV

Geometry as ORCA input:
```
! RIJCOSX wB97M-V def2-TZVPD def2/J DEFGRID3
* xyz 0 1
O 4.078 -0.322 0.416
C 2.915 -0.360 0.324
C 1.677 -0.036 0.168
C 0.465 -0.309 -0.605
O 0.458 -0.251 0.788
H 0.005 0.520 -1.131
H 0.318 -1.288 -1.051
S -2.875 1.117 0.316
H -2.933 -0.167 -0.027
H -4.109 1.096 0.804
*
```

Most stable to least stable: (1), (2)

(1)
Entry from the Open Molecules 2025 dataset: the molecule C3H4O2S (ωB97M-V/def2-TZVPD).

SMILES = O=C1OCCS1
LUMO energy = 0.019 Eh
Gap between HOMO and LUMO = 10.21 eV

Geometry as ORCA input:
```
! RIJCOSX wB97M-V def2-TZVPD def2/J DEFGRID3
* xyz 0 1
O 2.751 -0.410 -0.023
C 1.594 -0.301 -0.035
O 0.989 0.903 -0.278
C -0.373 0.812 0.130
C -0.946 -0.517 -0.190
S 0.386 -1.571 -0.052
H -0.351 0.980 1.258
H -0.789 1.671 -0.446
H -1.623 -0.683 -1.120
H -1.637 -0.883 0.756
*
```

(2)
Entry from the Open Molecules 2025 dataset: the molecule C3H4O2S (ωB97M-V/def2-TZVPD).

SMILES = CC1=CS1(=O)=O
LUMO energy = 0.020 Eh
Gap between HOMO and LUMO = 10.68 eV

Geometry as ORCA input:
```
! RIJCOSX wB97M-V def2-TZVPD def2/J DEFGRID3
* xyz 0 1
C -0.872 1.213 -0.408
C -0.004 0.133 0.093
C 1.307 -0.072 0.341
S 0.316 -1.601 0.271
O 0.409 -2.530 -0.836
O 0.091 -2.174 1.520
H -1.771 0.795 -1.067
H -0.311 1.834 -0.956
H -1.351 1.755 0.492
H 2.185 0.647 0.550
*
```

(3)
Entry from the Open Molecules 2025 dataset: the molecule C3H4O2S (ωB97M-V/def2-TZVPD).

SMILES = C#CS(C)(=O)=O
LUMO energy = 0.014 Eh
Gap between HOMO and LUMO = 11.24 eV

Geometry as ORCA input:
```
! RIJCOSX wB97M-V def2-TZVPD def2/J DEFGRID3
* xyz 0 1
C -0.426 0.974 -2.271
C -0.118 0.530 -1.193
S 0.780 -0.166 0.124
C -0.602 -0.447 1.379
O 1.601 0.916 0.627
O 1.466 -1.558 -0.273
H -0.590 1.217 -3.327
H -0.144 -1.112 2.197
H -0.599 0.590 1.739
H -1.369 -0.944 0.997
*
```

Most stable to least stable: (1), (2), (3)

(1)
Entry from the Open Molecules 2025 dataset: the molecule C5H10O (ωB97M-V/def2-TZVPD).

SMILES = CCC/C=C\O
LUMO energy = 0.033 Eh
Gap between HOMO and LUMO = 9.60 eV

Geometry as ORCA input:
```
! RIJCOSX wB97M-V def2-TZVPD def2/J DEFGRID3
* xyz 0 1
C 1.676 -1.573 0.668
C 1.158 -0.404 -0.172
C -0.355 -0.255 -0.004
C -1.128 0.644 -0.936
C -1.890 1.658 -0.524
O -1.757 2.288 0.680
H 2.750 -1.731 0.532
H 1.488 -1.402 1.736
H 1.160 -2.501 0.391
H 1.672 0.522 0.118
H 1.391 -0.569 -1.232
H -0.799 -1.251 -0.153
H -0.584 0.003 1.040
H -1.225 0.332 -1.972
H -2.729 2.050 -1.092
H -0.828 2.188 0.919
*
```

(2)
Entry from the Open Molecules 2025 dataset: the molecule C5H10O (ωB97M-V/def2-TZVPD).

SMILES = CC(=O)C(C)C
LUMO energy = 0.036 Eh
Gap between HOMO and LUMO = 10.54 eV

Geometry as ORCA input:
```
! RIJCOSX wB97M-V def2-TZVPD def2/J DEFGRID3
* xyz 0 1
C -1.319 0.750 -1.496
C -0.581 -0.380 -0.812
O -0.904 -1.534 -1.001
C 0.554 -0.011 0.147
C 1.392 -1.251 0.456
C -0.045 0.689 1.384
H -1.904 1.320 -0.765
H -0.621 1.446 -1.972
H -1.997 0.330 -2.242
H 1.187 0.731 -0.359
H 2.032 -1.488 -0.402
H 0.748 -2.118 0.624
H 2.035 -1.104 1.329
H -0.922 0.160 1.774
H -0.349 1.714 1.145
H 0.694 0.747 2.191
*
```

Most stable to least stable: (2), (1)

(1)
Entry from the Open Molecules 2025 dataset: a cluster of 2 separate species, C4H10N2O in total (ωB97M-V/def2-TZVPD).

SMILES = [H]/N=C1/CN1C.CO
LUMO energy = 0.030 Eh
Gap between HOMO and LUMO = 8.86 eV

Geometry as ORCA input:
```
! RIJCOSX wB97M-V def2-TZVPD def2/J DEFGRID3
* xyz 0 1
H -0.718 1.120 -2.007
N -1.461 0.920 -1.340
C -1.202 0.493 -0.226
C -1.562 0.223 1.207
N -0.223 0.666 1.125
C 0.963 1.453 1.095
H -2.265 0.945 1.619
H -1.649 -0.826 1.479
H 1.020 2.117 0.223
H 1.015 2.083 1.988
H 1.835 0.794 1.060
C 0.681 -1.894 -0.753
O 0.970 -0.699 -1.463
H 0.055 -1.642 0.221
H 0.303 -2.626 -1.476
H 1.613 -2.336 -0.391
H 0.625 -0.790 -2.361
*
```

(2)
Entry from the Open Molecules 2025 dataset: the molecule C4H10N2O (ωB97M-V/def2-TZVPD).

LUMO energy (alpha / beta) = 0.024 / 0.024 Eh
Gap between HOMO and LUMO (alpha / beta) = 7.78 / 7.78 eV

Geometry as ORCA input:
```
! RIJCOSX wB97M-V def2-TZVPD def2/J DEFGRID3
* xyz 0 1
C -1.235 0.147 0.411
C -2.248 -0.060 -0.698
C 0.637 0.972 -0.130
N 2.568 -1.582 -0.228
N 0.974 1.827 0.874
C 0.415 -0.354 -0.092
O 1.987 -0.372 0.255
H 2.487 -1.564 -1.244
H 1.979 -2.348 0.099
H 1.270 2.767 0.674
H 1.234 1.503 1.796
H 0.211 -1.039 -0.903
H -1.402 1.090 0.923
H -1.338 -0.620 1.188
H -3.252 -0.160 -0.278
H -2.222 0.775 -1.396
H -2.066 -0.983 -1.251
*
```

Most stable to least stable: (1), (2)

(1)
Entry from the Open Molecules 2025 dataset: a cluster of 2 separate species, C4H10N2O in total (ωB97M-V/def2-TZVPD).

LUMO energy = 0.000 Eh
Gap between HOMO and LUMO = 9.06 eV

Geometry as ORCA input:
```
! RIJCOSX wB97M-V def2-TZVPD def2/J DEFGRID3
* xyz 0 1
C 0.564 -0.768 1.962
C -0.116 -0.889 0.604
C 0.123 0.221 -0.426
C 0.016 -0.276 -1.843
H -0.409 1.055 2.501
H 1.246 1.218 1.907
H 1.547 -1.180 1.854
H 0.054 -1.462 2.600
H -0.179 -1.967 0.290
H -1.202 0.874 0.927
H 0.814 1.033 -0.049
H -1.112 -0.588 -2.058
H 0.836 -1.049 -2.386
H -0.904 0.367 -3.636
N 0.479 0.592 2.336
N -1.105 0.048 0.219
O 0.021 0.937 -2.702
*
```

(2)
Entry from the Open Molecules 2025 dataset: a cluster of 2 separate species, C4H10N2O in total (ωB97M-V/def2-TZVPD).

SMILES = CNC=O.C=NC
LUMO energy = 0.030 Eh
Gap between HOMO and LUMO = 10.63 eV

Geometry as ORCA input:
```
! RIJCOSX wB97M-V def2-TZVPD def2/J DEFGRID3
* xyz 0 1
C -1.364 0.315 2.074
N -0.448 1.315 1.584
C -0.520 1.759 0.300
O -1.465 1.469 -0.476
H -2.395 0.588 1.735
H -1.327 0.338 3.165
H -1.143 -0.717 1.772
H 0.467 1.416 2.025
H 0.319 2.359 0.001
C 1.036 -1.271 -2.413
N 1.815 -1.450 -1.395
C 1.147 -1.903 -0.143
H 1.409 -0.742 -3.327
H -0.052 -1.577 -2.402
H 1.687 -2.726 0.318
H 0.052 -2.115 -0.170
H 1.338 -1.027 0.456
*
```

(3)
Entry from the Open Molecules 2025 dataset: a cluster of 2 separate species, C4H10N2O in total (ωB97M-V/def2-TZVPD).

SMILES = [H]/N=C/C.NCC=O
LUMO energy = 0.020 Eh
Gap between HOMO and LUMO = 9.33 eV

Geometry as ORCA input:
```
! RIJCOSX wB97M-V def2-TZVPD def2/J DEFGRID3
* xyz 0 1
H -2.905 0.759 0.425
N -2.711 -0.090 -0.107
C -1.506 -0.411 -0.194
C -1.037 -1.674 -0.820
H -0.558 0.391 0.099
H -0.390 -2.221 -0.135
H -1.879 -2.307 -1.091
H -0.456 -1.442 -1.716
N 1.629 1.195 -0.929
C 1.684 1.051 0.488
C 0.499 0.141 1.312
O 0.816 -0.990 1.625
H 1.126 2.015 -1.250
H 1.262 0.329 -1.320
H 2.559 0.421 0.684
H 1.922 2.027 0.928
H -0.053 0.805 2.002
*
```

(4)
Entry from the Open Molecules 2025 dataset: a structure of composition C4H10N2O (ωB97M-V/def2-TZVPD).

LUMO energy = 0.009 Eh
Gap between HOMO and LUMO = 8.84 eV

Geometry as ORCA input:
```
! RIJCOSX wB97M-V def2-TZVPD def2/J DEFGRID3
* xyz 0 1
C 1.159 -1.167 -1.352
O 0.384 -2.192 -1.685
C 0.320 0.328 3.165
N 0.284 0.528 4.296
H -0.113 -2.058 -2.508
H 0.996 -0.714 -0.194
H 1.193 -0.387 -2.123
C -1.298 -0.311 -0.045
C 0.357 1.470 -0.309
N 0.075 0.112 0.113
H 0.343 0.148 2.088
H -1.930 0.149 0.726
H -1.726 -0.042 -1.024
H -0.018 2.188 0.432
H -0.096 1.725 -1.279
H 1.437 1.614 -0.380
H -1.367 -1.393 0.078
*
```

Most stable to least stable: (2), (3), (4), (1)